# C9H12OSi

One molecule with the formula C9H12OSi at a distorted geometry (the ωB97M-V functional and the def2-TZVPD basis, the OMol25 dataset).

Properties
largest force on an atom	5.4	eV Å⁻¹
frontier orbital gap	8.1	eV
SMILES	C=[Si](C)c1ccccc1OC
E	-19449.5451	eV
energy above the lowest of the compared OMol25 structures with the same formula, charge and spin	97.7	kcal/mol
E_LUMO	0.43	eV
spin multiplicity	1
E_HOMO	-7.627	eV

CARTESIAN COORDINATES (ANGSTROEM)
C1 -3.00622 -0.40260 0.31831
C2 -2.33471 -1.62746 0.24461
C3 -2.34514 0.76098 0.24223
C4 -0.97025 -1.64026 0.08594
C5 -0.94786 0.72215 0.32238
C6 -0.21321 -0.46913 0.22216
C7 0.09358 2.53060 -0.72314
C8 2.38558 -1.95161 -0.54523
C9 2.55963 0.76175 1.12935
O1 -0.22712 1.91640 0.39872
Si1 1.64446 -0.49400 0.23607
H1 -4.13258 -0.36602 0.42160
H2 -2.90676 -2.50265 0.22015
H3 -2.81868 1.69032 0.24773
H4 -0.50907 -2.48346 -0.25456
H5 -0.72492 3.14939 -1.08533
H6 0.30696 1.83061 -1.53561
H7 2.72001 -1.94685 -1.52331
H8 3.16542 -2.29322 0.09445
H9 1.65807 -2.99339 -0.48034
H10 3.61523 0.79868 1.25533
H11 0.98409 3.28989 -0.52158
H12 2.00349 1.71990 1.23008